# C17H35BrClIN3O4S

A molecular structure, C17H35BrClIN3O4S in a non-equilibrium geometry (ωB97M-V with the def2-TZVPD basis set, the OMol25 dataset).

XYZ file:
```
63
Properties=species:S:1:pos:R:3:forces:R:3
I 0.755397 -1.986172 -1.124803 -0.73 -0.22 -0.13
Br -3.808787 -0.430037 2.588663 0.87 -1.02 0.03
Cl -3.047315 -4.981250 -2.664083 0.91 1.79 2.02
S 0.210407 -0.801119 1.764015 0.25 -0.88 0.50
O 3.133138 1.576679 3.035813 -0.15 0.20 -0.22
O -1.503939 -4.558495 -0.396886 -5.79 4.45 -5.66
O -0.852412 2.543168 -2.722146 1.13 1.53 1.11
O 2.985223 1.252719 -2.466022 -0.44 0.26 0.24
N -2.464129 2.337504 -0.140006 1.03 -3.51 0.04
N -2.989933 -0.232876 -0.000519 0.09 2.73 -3.02
N -0.744530 0.404406 -0.405546 -2.45 0.29 0.04
C -2.862751 -2.405552 -1.139952 1.10 -0.58 -0.26
C -4.073528 -3.178474 1.583376 0.78 -1.38 0.67
C -2.348258 -3.958794 -1.239592 3.84 -3.17 4.11
C -2.520376 4.413441 -2.647311 0.99 0.35 -0.37
C -2.118176 0.995685 -0.173968 0.82 -2.07 -0.60
C -4.758550 -3.457731 3.081563 0.25 -0.36 0.28
C 2.794777 0.300476 5.044669 -0.07 0.21 0.34
C -0.735698 -1.035062 0.163821 1.15 0.63 -0.15
C -1.167646 3.771958 -1.925387 -0.83 0.29 -0.55
C -2.283099 -1.590649 0.191946 -1.16 2.26 0.42
C 4.807137 -0.265453 -2.859033 0.34 0.09 0.17
C -2.913894 -2.023020 1.680185 -0.26 -1.81 0.02
C 4.714204 -0.174682 3.496013 0.40 0.09 -0.03
C 3.946786 0.847000 -3.436593 -0.12 -0.66 -0.14
C 3.814069 0.898163 4.088036 -0.27 -0.60 -0.16
C 3.229007 0.394337 -4.698187 -0.03 0.22 -0.27
C -1.414767 3.434246 -0.329560 1.62 0.30 -0.25
H -0.390560 3.053748 0.126178 -2.26 0.50 -0.94
H -2.897422 5.405623 -2.106897 0.76 -2.33 -1.06
H -4.831382 -4.626835 3.306794 0.08 2.59 -0.77
H 5.434670 0.268441 2.800229 -0.08 -0.03 0.16
H -2.181205 4.711412 -3.740410 -0.79 -0.61 2.29
H -0.576859 0.241954 -1.427758 -0.36 1.30 0.87
H 5.567699 -0.589270 -3.576355 -0.10 -0.01 0.11
H 2.604139 1.201136 -5.095879 0.16 -0.06 0.01
H -3.473366 2.598840 0.032061 1.59 -0.65 -0.24
H 2.142673 -0.412333 4.527409 0.13 -0.07 -0.03
H 2.145975 1.082602 5.453544 0.16 -0.09 -0.03
H 2.424847 0.486163 -2.260240 0.33 0.23 -0.07
H -4.868231 -3.017771 0.738137 1.45 0.03 1.83
H -3.508468 -4.196782 1.324005 -1.09 2.30 0.36
H -5.832693 -2.996931 3.153060 2.21 -0.82 -0.08
H 4.572799 1.717395 -3.661528 -0.22 -0.02 0.19
H -3.442211 -0.291984 -0.955690 -0.01 0.47 1.48
H 3.942265 0.090377 -5.470672 -0.14 0.01 0.07
H 4.423531 1.639827 4.615830 -0.17 0.03 -0.22
H 4.130153 -0.904289 2.923879 -0.07 -0.01 0.14
H 3.287412 -0.215519 5.874683 -0.11 0.02 -0.09
H 0.105696 2.603055 -3.021248 -1.67 -0.08 0.68
H 4.194905 -1.131584 -2.583563 -0.03 0.02 -0.16
H -4.054461 -2.370838 -1.196249 2.76 -0.12 0.22
H -4.070424 -3.022665 3.953946 -1.58 -0.81 -2.06
H 2.560860 -0.448360 -4.487903 0.15 -0.06 0.05
H 2.589491 0.925862 2.561618 0.25 0.27 0.22
H 1.451140 -1.494337 1.626453 -1.87 0.62 -0.31
H -0.243012 4.486582 -1.993565 -1.95 -1.14 0.29
H 5.264439 -0.704866 4.279598 -0.07 0.01 -0.13
H -2.390872 -1.838145 -2.077790 -1.11 -1.37 1.83
H 5.307960 0.070714 -1.944697 -0.04 0.00 -0.19
H -2.099692 -2.408130 2.427569 -1.48 0.92 -1.60
H -3.364624 3.604111 -2.765182 1.68 1.61 0.46
H -1.707529 4.392382 0.292125 0.23 -2.06 -1.46
```
Positions in Å, forces in eV/Å.

Energy relative to the best compared isomer or geometry (same formula, charge and spin) in kcal/mol: 159.53
HOMO level in eV: -12.06
Gap between HOMO and LUMO in eV: 7.88
Total charge: +1

Atom charges from the natural (NBO) analysis, given in e for atoms 1 to 8:
1 I 0.223
2 Br 0.010
3 Cl -0.027
4 S -0.008
5 O -0.716
6 O -0.511
7 O -0.766
8 O -0.731